1.
ORCA calculation (wB97M-V/def2-TZVPD) on a molecular structure, C51H46CdN3OP2SSeSi.

```
! wB97M-V def2-TZVPD RIJCOSX def2/J DEFGRID3
* xyz 1 1
Cd 0.128 0.517 0.576
O -2.840 -2.725 -0.818
S -2.056 -2.112 0.283
C -1.016 -3.427 0.945
C -1.637 -4.570 1.438
C -0.877 -5.668 1.800
C 0.506 -5.625 1.658
C 1.116 -4.489 1.158
C 0.366 -3.371 0.787
P 1.217 -1.886 0.156
C 2.849 -1.958 0.922
C 3.004 -1.373 2.176
C 4.225 -1.430 2.825
C 5.304 -2.052 2.213
C 5.162 -2.618 0.954
C 3.936 -2.575 0.308
C 1.445 -2.147 -1.617
C 2.118 -1.145 -2.320
C 2.186 -1.199 -3.700
C 1.569 -2.236 -4.389
C 0.900 -3.230 -3.694
C 0.838 -3.190 -2.307
C -3.181 -1.925 1.665
C -4.413 -2.555 1.571
C -5.294 -2.476 2.640
C -4.939 -1.772 3.784
C -3.721 -1.116 3.844
C -2.834 -1.161 2.770
P -1.305 -0.170 2.829
C -0.576 -0.628 4.417
C 0.120 -1.837 4.452
C 0.675 -2.285 5.638
C 0.546 -1.525 6.793
C -0.144 -0.323 6.762
C -0.708 0.129 5.578
C -1.955 1.533 2.983
C -1.097 2.542 3.418
C -1.536 3.853 3.484
C -2.820 4.181 3.073
C -3.666 3.190 2.599
C -3.241 1.869 2.562
H -2.712 -4.602 1.529
H -1.358 -6.555 2.188
H 1.108 -6.479 1.935
H 2.194 -4.463 1.063
H 2.175 -0.852 2.644
H 4.339 -0.972 3.798
H 6.262 -2.086 2.712
H 6.006 -3.092 0.473
H 3.830 -3.010 -0.678
H 2.576 -0.315 -1.791
H 2.707 -0.422 -4.242
H 1.603 -2.260 -5.470
H 0.419 -4.038 -4.227
H 0.300 -3.964 -1.773
H -4.658 -3.091 0.664
H -6.254 -2.970 2.583
H -5.620 -1.719 4.622
H -3.462 -0.543 4.727
H 0.229 -2.432 3.551
H 1.213 -3.222 5.661
H 0.984 -1.871 7.719
H -0.246 0.267 7.663
H -1.250 1.064 5.565
H -0.084 2.300 3.718
H -0.874 4.626 3.855
H -3.156 5.207 3.119
H -4.665 3.437 2.269
H -3.921 1.107 2.208
N -0.750 2.684 -6.314
C -0.701 2.429 -7.670
C -0.688 3.268 -8.781
C -0.632 2.651 -10.012
C -0.591 1.250 -10.140
C -0.605 0.428 -9.035
C -0.664 1.035 -7.779
N -0.700 0.457 -6.522
C -0.756 1.463 -5.694
C -0.807 1.301 -4.237
C -1.116 0.052 -3.712
C -1.112 -0.118 -2.344
N -0.822 0.870 -1.486
C -0.546 2.078 -1.994
C -0.536 2.337 -3.350
H -0.861 3.582 -5.879
H -0.721 4.345 -8.693
H -0.620 3.259 -10.907
H -0.549 0.816 -11.129
H -0.580 -0.648 -9.127
H -1.339 -0.776 -4.366
H -1.356 -1.082 -1.930
H -0.284 2.851 -1.280
H -0.272 3.329 -3.688
C 2.240 4.099 3.174
Si 2.200 4.017 1.301
C 0.727 4.938 0.605
C 3.785 4.741 0.629
Se 2.230 1.878 0.549
H 2.714 5.021 3.512
H 2.812 3.261 3.573
H 1.240 4.068 3.610
H 0.776 6.002 0.840
H -0.213 4.546 0.993
H 0.714 4.838 -0.482
H 3.894 5.785 0.924
H 3.795 4.691 -0.460
H 4.653 4.194 0.997
*
```

Properties
orbital gap	7.7958	eV
HOMO	-10.2	eV
energy relative to the best compared isomer or geometry (same formula, charge and spin)	7.6	kcal per mole



2.
ORCA calculation (wB97M-V/def2-TZVPD) on a molecular structure, C51H47CoF2N12OP.

```
! wB97M-V def2-TZVPD RIJCOSX def2/J DEFGRID3
* xyz 0 4
Co -0.471 -0.490 -1.125
O 2.364 -0.110 1.388
C 1.475 -0.056 2.194
C 1.540 0.852 3.374
C 2.682 0.750 4.163
C 2.879 1.611 5.226
C 1.949 2.609 5.475
C 0.834 2.738 4.663
C 0.591 1.856 3.609
P -0.824 2.092 2.432
C -0.911 3.927 2.385
C -2.104 4.638 2.464
C -2.122 6.014 2.267
C -0.950 6.696 1.983
C 0.245 5.992 1.881
C 0.260 4.621 2.068
C -2.275 1.664 3.481
C -3.078 0.609 3.064
C -4.236 0.276 3.758
C -4.594 0.984 4.892
C -3.785 2.023 5.337
C -2.642 2.362 4.635
H 3.415 -0.011 3.927
H 3.763 1.518 5.842
H 2.102 3.308 6.288
H 0.160 3.566 4.829
H -3.030 4.123 2.684
H -3.058 6.553 2.342
H -0.965 7.767 1.831
H 1.165 6.515 1.653
H 1.193 4.077 1.967
H -2.798 0.050 2.177
H -4.862 -0.532 3.403
H -5.501 0.733 5.426
H -4.053 2.578 6.227
H -2.041 3.187 4.988
F 0.024 -5.272 -3.940
C -0.775 -4.368 -3.321
C -0.211 -3.266 -2.712
C -0.986 -2.312 -2.033
C -2.390 -2.546 -2.024
C -2.914 -3.646 -2.701
F -4.257 -3.844 -2.795
C -2.137 -4.586 -3.346
C -3.244 -1.539 -1.346
C -4.591 -1.730 -1.021
C -5.324 -0.694 -0.473
C -4.704 0.524 -0.247
C -3.355 0.617 -0.531
N -2.629 -0.376 -1.043
H 0.866 -3.157 -2.801
H -2.579 -5.430 -3.855
H -5.060 -2.682 -1.203
H -6.371 -0.836 -0.235
H -5.237 1.372 0.159
H -2.822 1.540 -0.336
C -2.529 -3.141 4.821
C -2.268 -4.138 3.702
C -3.294 -4.014 2.577
C -0.844 -3.986 3.176
N -0.584 -2.729 2.487
C -0.593 -2.524 1.158
N -0.056 -1.397 0.820
N 0.303 -0.842 2.063
N -0.005 -1.671 3.134
H -3.535 -3.267 5.227
H -2.432 -2.120 4.457
H -1.815 -3.269 5.636
H -2.325 -5.150 4.115
H -3.317 -2.996 2.180
H -4.294 -4.250 2.943
H -3.071 -4.696 1.753
H -0.610 -4.783 2.468
H -0.133 -4.043 4.001
H -0.994 -3.224 0.441
C 2.543 -2.501 -1.027
C 2.537 -1.181 -1.709
N 1.648 -0.221 -1.572
C 2.145 0.861 -2.268
C 3.343 0.556 -2.820
N 3.591 -0.754 -2.463
C 4.751 -1.521 -2.828
N 5.593 -1.804 -1.691
N 5.877 -3.085 -1.365
N 6.630 -3.110 -0.335
C 6.862 -1.810 0.064
C 7.616 -1.303 1.126
C 7.657 0.063 1.270
C 6.962 0.919 0.388
C 6.216 0.436 -0.662
C 6.191 -0.955 -0.809
H 1.523 -2.768 -0.775
H 3.121 -2.424 -0.105
H 2.986 -3.283 -1.645
H 1.619 1.798 -2.306
H 4.019 1.121 -3.439
H 5.301 -0.951 -3.578
H 4.478 -2.489 -3.245
H 8.138 -1.968 1.800
H 8.231 0.500 2.076
H 7.010 1.987 0.551
H 5.666 1.096 -1.317
N -0.523 -0.373 -4.488
C -1.026 0.823 -4.060
C -1.722 1.684 -4.928
C -2.152 2.900 -4.457
C -1.865 3.266 -3.141
C -1.174 2.359 -2.368
N -0.782 1.151 -2.788
H -0.940 -0.776 -5.310
H -0.334 -1.027 -3.734
H -1.907 1.378 -5.949
H -2.704 3.568 -5.106
H -2.166 4.219 -2.732
H -0.900 2.608 -1.346
*
```

Properties
orbital gap (alpha / beta)	6.5698 / 5.9995	eV
HOMO (alpha / beta)	-6.0 / -5.6	eV
expectation value of S²	3.796
energy relative to the best compared isomer or geometry (same formula, charge and spin)	38.2	kcal per mole



3.
ORCA calculation (wB97M-V/def2-TZVPD) on a molecular structure, C51H48As2ClIrN7O2P at a distorted geometry.

```
! wB97M-V def2-TZVPD RIJCOSX def2/J DEFGRID3
* xyz 1 2
Ir -0.185 -0.097 0.139
C 1.451 -0.434 5.757
N 0.667 -0.708 4.559
C -0.543 -1.348 4.526
C -0.975 -1.291 3.235
N -0.051 -0.628 2.481
C 0.925 -0.273 3.298
P 2.428 0.644 2.840
C 1.627 2.183 2.328
N 0.468 2.221 1.726
C 0.097 3.534 1.702
C 1.066 4.300 2.291
N 2.046 3.433 2.692
C 3.293 3.796 3.351
C 2.714 -0.104 1.195
N 2.025 0.105 0.066
C 2.770 -0.471 -0.936
C 3.890 -1.030 -0.414
N 3.847 -0.789 0.929
C 4.852 -1.230 1.892
H 0.984 -0.941 6.596
H 1.478 0.635 5.962
H 2.469 -0.801 5.640
H -0.989 -1.770 5.410
H -1.861 -1.713 2.794
H -0.848 3.849 1.300
H 1.141 5.360 2.461
H 3.502 4.843 3.149
H 4.109 3.193 2.961
H 3.223 3.648 4.427
H 2.451 -0.472 -1.961
H 4.696 -1.573 -0.874
H 5.455 -2.004 1.425
H 4.365 -1.655 2.765
H 5.489 -0.401 2.192
C -0.825 0.459 -3.478
C -1.951 1.181 -2.781
As -1.298 1.838 -1.060
C -2.799 2.983 -0.612
C -2.624 4.315 -0.247
C -3.722 5.101 0.076
C -4.998 4.561 0.047
C -5.175 3.228 -0.299
C -4.081 2.443 -0.627
C -0.003 3.100 -1.773
C -0.395 4.188 -2.551
C 0.560 4.999 -3.149
C 1.911 4.723 -2.982
C 2.305 3.639 -2.212
C 1.350 2.828 -1.609
As -0.134 -0.958 -2.325
C -1.758 -1.960 -2.079
C -2.086 -2.111 -0.663
C -3.189 -3.016 -0.386
C -3.933 -3.588 -1.386
C -3.645 -3.275 -2.719
C -2.532 -2.492 -3.070
C 0.816 -1.895 -3.735
C 0.609 -3.236 -4.030
C 1.335 -3.839 -5.046
C 2.287 -3.114 -5.753
C 2.505 -1.779 -5.451
C 1.770 -1.170 -4.442
H 0.001 1.147 -3.675
H -1.121 0.027 -4.434
H -2.804 0.524 -2.602
H -2.302 2.042 -3.351
H -1.636 4.755 -0.229
H -3.576 6.139 0.348
H -5.853 5.177 0.289
H -6.165 2.793 -0.308
H -4.238 1.404 -0.880
H -1.445 4.408 -2.696
H 0.249 5.845 -3.747
H 2.654 5.351 -3.456
H 3.358 3.421 -2.078
H 1.653 1.988 -1.002
H -1.166 -2.637 -0.213
H -3.366 -3.285 0.649
H -4.744 -4.263 -1.150
H -4.273 -3.682 -3.503
H -2.281 -2.344 -4.114
H -0.102 -3.820 -3.461
H 1.162 -4.881 -5.282
H 2.863 -3.593 -6.534
H 3.243 -1.209 -6.000
H 1.946 -0.122 -4.218
Cl 5.177 -5.761 3.631
C 4.034 -4.984 2.576
C 4.096 -5.222 1.211
C 3.188 -4.588 0.376
C 2.224 -3.734 0.898
C 2.166 -3.523 2.272
C 3.075 -4.142 3.118
C 1.245 -3.057 -0.022
O 1.363 -3.176 -1.239
O 0.317 -2.377 0.555
H 4.836 -5.904 0.817
H 3.213 -4.749 -0.694
H 1.387 -2.883 2.667
H 3.040 -3.987 4.189
N -2.009 -0.820 0.053
C -3.102 -0.268 0.742
C -4.443 -0.604 0.505
C -5.476 -0.066 1.263
C -5.224 0.854 2.268
C -3.910 1.255 2.462
C -2.875 0.723 1.711
H -4.703 -1.265 -0.307
H -6.493 -0.372 1.050
H -6.027 1.256 2.870
H -3.679 1.995 3.220
H -1.860 1.050 1.895
*
```

Properties
orbital gap (alpha / beta)	5.3585 / 5.5703	eV
HOMO (alpha / beta)	-8.5 / -8.8	eV
expectation value of S²	0.790
energy relative to the best compared isomer or geometry (same formula, charge and spin)	61.1	kcal per mole



4.
ORCA calculation (wB97M-V/def2-TZVPD) on a molecular structure, C51H48BN6OsPS4Sb at a distorted geometry.

```
! wB97M-V def2-TZVPD RIJCOSX def2/J DEFGRID3
* xyz 3 5
Os 1.196 0.271 -0.168
C -0.022 3.900 2.327
N 1.319 4.086 1.800
C 2.293 4.856 2.379
C 3.369 4.807 1.556
N 3.059 4.022 0.476
B 4.173 3.792 -0.604
N 3.688 3.067 -1.901
C 3.745 3.648 -3.139
C 3.623 2.673 -4.078
N 3.496 1.488 -3.404
C 3.455 0.165 -4.003
C 3.528 1.753 -2.083
S 3.492 0.524 -0.862
C 1.813 3.583 0.643
S 0.840 2.640 -0.441
H 0.024 3.811 3.411
H -0.460 2.996 1.911
H -0.655 4.750 2.072
H 2.140 5.377 3.309
H 4.332 5.282 1.643
H 4.562 4.871 -0.933
H 5.034 3.119 -0.103
H 3.887 4.707 -3.265
H 3.632 2.732 -5.153
H 3.086 0.238 -5.022
H 2.810 -0.483 -3.418
H 4.453 -0.275 -4.018
S -0.893 0.162 -1.157
Sb -3.127 0.803 -0.519
C -3.309 2.651 0.525
C -2.615 3.751 0.034
C -2.824 4.987 0.628
C -3.708 5.109 1.693
C -4.397 4.000 2.167
C -4.205 2.757 1.581
C -3.862 1.022 -2.492
C -3.617 0.011 -3.415
C -4.160 0.121 -4.685
C -4.925 1.232 -5.020
C -5.147 2.241 -4.094
C -4.616 2.143 -2.815
C -4.045 -0.845 0.467
C -4.207 -0.845 1.848
C -4.917 -1.881 2.437
C -5.446 -2.898 1.653
C -5.270 -2.888 0.275
C -4.569 -1.855 -0.329
H -1.933 3.653 -0.803
H -2.308 5.858 0.246
H -3.873 6.076 2.148
H -5.097 4.101 2.986
H -4.773 1.904 1.930
H -2.998 -0.841 -3.156
H -3.989 -0.661 -5.412
H -5.350 1.311 -6.012
H -5.737 3.107 -4.362
H -4.796 2.926 -2.088
H -3.786 -0.060 2.462
H -5.070 -1.885 3.508
H -6.007 -3.699 2.116
H -5.696 -3.675 -0.332
H -4.455 -1.831 -1.406
N 3.409 1.683 2.304
C 2.271 1.193 2.816
N 1.353 0.536 2.131
C 0.301 0.114 2.955
C -0.753 -0.715 2.583
C -1.651 -1.126 3.553
C -1.535 -0.692 4.871
C -0.498 0.142 5.252
C 0.423 0.519 4.287
S 1.902 1.428 4.502
H 3.700 1.395 1.379
H 4.131 1.989 2.938
H -0.828 -1.064 1.558
H -2.442 -1.813 3.284
H -2.245 -1.025 5.615
H -0.395 0.469 6.278
C 5.595 -3.707 -1.911
C 5.505 -2.966 -0.739
C 4.278 -2.493 -0.316
C 3.123 -2.750 -1.060
C 3.212 -3.517 -2.219
C 4.450 -3.988 -2.640
P 1.558 -2.168 -0.318
C 1.600 -3.128 1.225
C 1.437 -4.514 1.151
C 1.609 -5.285 2.287
C 1.964 -4.691 3.492
C 2.164 -3.321 3.558
C 1.985 -2.541 2.426
C 0.246 -2.860 -1.373
C 0.297 -2.548 -2.735
C -0.612 -3.099 -3.620
C -1.594 -3.962 -3.147
C -1.688 -4.225 -1.789
C -0.781 -3.668 -0.897
H 6.554 -4.079 -2.244
H 6.392 -2.771 -0.150
H 4.206 -1.937 0.614
H 2.334 -3.777 -2.790
H 4.511 -4.592 -3.535
H 1.204 -4.990 0.208
H 1.479 -6.357 2.225
H 2.106 -5.303 4.373
H 2.476 -2.861 4.487
H 2.168 -1.477 2.466
H 1.056 -1.865 -3.098
H -0.544 -2.870 -4.676
H -2.283 -4.429 -3.839
H -2.459 -4.888 -1.421
H -0.874 -3.876 0.162
*
```

Properties
orbital gap (alpha / beta)	7.2402 / 5.3637	eV
HOMO (alpha / beta)	-15.5 / -15.5	eV
expectation value of S²	6.032